Run one
Entry from OMol25: a 2-piece molecular cluster, C5H14OS overall (wB97M-V/def2-TZVPD).

Highest occupied orbital energy   -8.5 eV
SMILES   CCCCSC.O
Gap between HOMO and LUMO   9.12 eV

Each line ends with the natural charge from an NBO analysis.
Geometry (Å):
C 1.516 2.020 1.260  -0.611
C 1.853 0.534 1.469  -0.400
C 1.832 -0.354 0.208  -0.432
C 0.533 -0.586 -0.506  -0.507
S -0.845 -0.995 0.682  0.127
C -0.552 -2.836 0.647  -0.713
H 2.117 2.500 0.466  0.192
H 0.496 2.237 0.979  0.203
H 1.701 2.571 2.190  0.212
H 1.098 0.197 2.172  0.214
H 2.864 0.561 1.866  0.203
H 2.321 -1.326 0.383  0.206
H 2.515 0.303 -0.357  0.208
H 0.212 0.211 -1.189  0.221
H 0.585 -1.440 -1.200  0.216
H -0.668 -3.304 1.619  0.225
H 0.419 -2.977 0.193  0.212
H -1.340 -3.095 -0.067  0.222
O -2.989 2.671 -3.572  -0.937
H -2.854 3.186 -4.376  0.469
H -2.127 2.335 -3.323  0.468

Run two
Entry from OMol25: a 2-piece molecular cluster, C5H14OS overall (wB97M-V/def2-TZVPD).

Highest occupied orbital energy   -8.6 eV
SMILES   CCCCSC.O
Gap between HOMO and LUMO   9.34 eV

Each line ends with the natural charge from an NBO analysis.
Geometry (Å):
C 1.684 -0.002 -1.988  -0.620
C 1.354 1.215 -1.110  -0.394
C 1.336 0.843 0.404  -0.398
C 0.747 -0.508 0.806  -0.526
S -0.938 -0.913 0.198  0.176
C -0.633 -2.445 -0.681  -0.768
H 0.863 -0.701 -1.876  0.211
H 1.826 0.266 -3.039  0.212
H 2.651 -0.382 -1.665  0.197
H 0.341 1.568 -1.314  0.203
H 2.146 1.959 -1.183  0.203
H 0.771 1.640 0.901  0.192
H 2.355 0.864 0.776  0.203
H 1.420 -1.322 0.547  0.219
H 0.584 -0.484 1.878  0.226
H -1.562 -2.782 -1.142  0.235
H -0.294 -3.175 0.059  0.212
H 0.071 -2.585 -1.507  0.217
O -2.306 2.402 2.113  -0.946
H -1.995 3.262 2.398  0.472
H -1.755 2.050 1.409  0.474

Energy comparison, zero being the most stable, in kcal/mol: run one 4.5; run two 0.0.

Run one
Entry from OMol25: one molecule with the formula C5H8N2S (wB97M-V/def2-TZVPD).

Highest occupied orbital energy   -9.4 eV
SMILES   N#CC1(CS)CNC1
Gap between HOMO and LUMO   10.11 eV

Each line ends with the natural charge from an NBO analysis.
Geometry (Å):
N -0.035 2.908 -0.233  -0.306
C -0.171 1.765 -0.106  0.280
C -0.024 0.340 0.047  -0.183
C -1.259 -0.413 0.698  -0.511
S -2.802 -0.273 -0.243  -0.024
C 1.287 -0.190 0.781  -0.181
N 1.439 -1.142 -0.371  -0.637
C 0.491 -0.433 -1.207  -0.186
H -0.898 -1.434 0.891  0.252
H -1.339 0.012 1.679  0.217
H -2.984 1.056 -0.252  0.136
H 2.126 0.546 0.856  0.196
H 1.083 -0.595 1.748  0.189
H 2.363 -1.361 -0.691  0.375
H -0.198 -1.067 -1.718  0.201
H 0.920 0.281 -1.879  0.184

Run two
Entry from OMol25: one molecule with the formula C5H8N2S (wB97M-V/def2-TZVPD).

Highest occupied orbital energy   -8.4 eV
SMILES   C=C[C@H]1CC(=S)N1N
Gap between HOMO and LUMO   9.30 eV

Each line ends with the natural charge from an NBO analysis.
Geometry (Å):
C -1.921 0.494 -0.733  -0.387
C -1.490 -0.645 -0.099  -0.202
C -0.188 -0.614 0.674  -0.074
C 0.960 -1.558 0.106  -0.472
C 1.726 -0.253 -0.036  0.105
S 3.284 0.123 -0.354  -0.128
N 0.660 0.541 0.351  -0.265
N 0.408 1.923 0.476  -0.653
H -1.248 1.292 -1.046  0.175
H -2.911 0.606 -1.256  0.207
H -2.150 -1.605 -0.161  0.225
H -0.504 -0.818 1.709  0.214
H 0.536 -1.980 -0.884  0.245
H 1.535 -2.267 0.763  0.249
H 1.203 2.512 0.932  0.396
H 0.100 2.249 -0.442  0.365

Run three
Entry from OMol25: one molecule with the formula C5H8N2S (wB97M-V/def2-TZVPD).

Highest occupied orbital energy   -8.2 eV
SMILES   N[C@H]1[C@@H]2CC(=S)N[C@H]12
Gap between HOMO and LUMO   9.00 eV

Each line ends with the natural charge from an NBO analysis.
Geometry (Å):
N 0.529 1.793 -1.605  -0.829
C 0.046 0.612 -0.963  -0.070
C 0.879 0.132 0.209  -0.237
C 0.729 -1.293 0.660  -0.490
C -0.727 -1.463 1.028  0.132
S -1.509 -2.857 1.418  -0.164
N -1.292 -0.235 0.956  -0.572
C -0.452 0.800 0.453  -0.071
H 1.261 1.597 -2.277  0.365
H -0.242 2.264 -2.135  0.364
H -0.461 -0.147 -1.546  0.188
H 1.792 0.692 0.421  0.242
H 0.981 -2.041 -0.128  0.247
H 1.329 -1.504 1.542  0.248
H -2.311 -0.127 1.069  0.421
H -0.552 1.776 0.898  0.227

Energy comparison, zero being the most stable, in kcal/mol: run one 23.9; run two 60.3; run three 0.0.